Formula: C48H47N4S
Source: OMol25
Level of theory: ωB97M-V/def2-TZVPD

Calculated values
Energy relative to the best compared isomer or geometry (same formula, charge and spin) (kJ/mol): 148.10
Net charge: +1
Lowest unoccupied orbital energy (eV): -4.7

Geometry as XYZ:
```
100
Properties=species:S:1:pos:R:3:forces:R:3:lowdin_charge:R:1
C -2.668 0.839 -10.089 -0.214 0.000 0.208 -0.088
C -3.337 1.578 -9.110 0.140 -0.092 0.157 -0.080
C -3.103 1.333 -7.753 0.322 -0.487 0.015 -0.033
C -2.181 0.346 -7.374 0.082 -0.391 0.809 -0.223
C -1.846 0.088 -5.872 -0.709 0.496 -0.174 -0.158
C -0.471 0.671 -5.544 0.035 0.300 0.106 -0.174
C 0.071 0.368 -4.294 0.410 -0.152 0.178 -0.043
C 1.417 0.598 -4.027 0.152 0.320 -0.472 -0.097
C 2.223 1.215 -4.992 -0.121 -0.090 -0.207 -0.099
C 1.646 1.658 -6.189 -0.154 0.021 0.250 -0.079
C 0.289 1.436 -6.448 -0.011 -0.480 0.206 -0.023
C -1.887 -1.438 -5.504 0.862 -0.186 0.232 -0.285
C -2.986 -2.215 -6.170 -0.643 0.536 -0.446 -0.143
C -2.654 -3.673 -6.097 0.126 -0.239 -0.043 -0.136
N -2.345 -4.029 -4.725 -0.263 -0.506 -0.318 -0.049
C -2.326 -5.362 -4.308 0.819 0.222 -0.461 -0.242
C -2.002 -5.493 -2.957 0.090 -0.906 -0.297 -0.459
C -1.735 -6.778 -2.448 -0.142 0.219 -0.304 -0.077
C -1.825 -7.897 -3.305 -0.053 0.300 0.020 -0.090
C -2.140 -7.738 -4.667 0.041 0.250 0.547 -0.081
C -2.359 -6.455 -5.178 -0.055 -0.394 0.158 -0.018
S -1.809 -3.895 -2.239 0.092 0.188 0.378 1.056
C -2.003 -3.072 -3.801 -0.057 1.228 -0.785 -0.582
N -1.836 -1.800 -4.032 -0.303 -1.151 -0.309 0.067
C -1.527 -0.413 -8.355 -0.287 0.298 -0.392 -0.060
C -1.784 -0.173 -9.711 0.048 0.061 0.404 -0.071
H -2.872 1.032 -11.144 0.103 -0.066 0.293 0.104
H -4.054 2.347 -9.383 0.127 -0.124 -0.081 0.102
H -3.651 1.883 -6.979 0.271 -0.137 -0.341 0.117
H -2.608 0.624 -5.276 0.187 -0.249 -0.128 0.150
H -0.547 -0.135 -3.553 0.220 0.082 -0.274 0.091
H 1.853 0.255 -3.094 -0.115 0.052 -0.161 0.079
H 3.300 1.324 -4.831 -0.385 0.032 -0.031 0.099
H 2.252 2.149 -6.951 -0.098 -0.012 0.272 0.102
H -0.175 1.811 -7.368 0.355 -0.303 0.303 0.117
H -0.952 -1.822 -5.941 0.068 -0.014 0.182 0.144
H -3.936 -1.959 -5.703 -0.186 -0.221 0.163 0.138
H -3.086 -1.945 -7.219 0.007 -0.014 0.004 0.111
H -3.469 -4.296 -6.458 -0.137 -0.030 0.083 0.129
H -1.782 -3.874 -6.735 -0.066 -0.062 0.042 0.139
H -1.426 -6.898 -1.408 -0.140 -0.032 -0.307 0.106
H -1.614 -8.906 -2.925 -0.123 0.596 -0.070 0.106
H -2.185 -8.617 -5.321 0.058 0.476 0.276 0.109
H -2.492 -6.324 -6.251 -0.103 0.063 0.298 0.107
H -0.832 -1.210 -8.063 -0.223 0.403 -0.144 0.126
H -1.292 -0.780 -10.466 -0.048 0.126 0.080 0.103
C 4.972 -1.547 9.285 0.036 -0.074 -0.298 -0.058
N 3.853 -0.640 9.524 -0.095 0.148 -0.320 -0.181
C 3.338 -0.651 10.886 -0.026 0.217 0.102 -0.049
C 3.164 -0.073 8.478 0.284 -0.246 0.503 -0.203
C 2.091 0.849 8.683 -0.234 -0.277 -0.265 -0.006
C 1.257 1.191 7.624 0.263 -0.274 -0.003 -0.013
C 1.545 0.788 6.296 -0.297 0.063 -0.209 -0.183
C 0.691 1.093 5.130 0.336 -0.463 -0.913 -0.079
C -0.722 1.118 5.217 0.278 -0.828 0.283 -0.034
C -1.614 1.805 4.372 -0.018 0.017 0.831 0.067
C -2.509 2.784 4.932 -1.444 0.085 0.499 -0.201
C -3.139 3.737 4.086 0.683 -0.166 0.104 -0.007
C -3.742 4.876 4.612 -0.420 -0.162 0.137 -0.056
C -3.915 5.023 5.999 0.545 -0.187 -0.546 -0.040
C -3.385 4.049 6.854 -0.145 -0.707 -0.070 -0.055
C -2.719 2.936 6.335 0.290 0.489 -0.125 -0.004
C 1.329 1.417 3.852 0.739 -0.513 0.106 -0.202
C 0.718 1.026 2.636 0.090 0.747 0.247 -0.036
C 1.151 1.544 1.432 0.132 -0.417 -0.075 -0.005
C 2.466 2.097 1.325 -0.131 0.968 0.222 -0.202
N 2.989 2.368 0.096 -0.178 -0.044 0.523 -0.175
C 4.262 3.038 -0.117 0.238 0.009 0.105 -0.043
C 2.255 1.961 -1.083 -0.351 -0.145 -0.176 -0.070
C 3.136 2.440 2.545 -0.067 -0.296 0.118 0.003
C 2.567 2.120 3.776 -0.266 -0.072 -0.544 -0.016
C 2.741 0.060 6.094 0.182 0.035 0.014 -0.022
C 3.516 -0.400 7.143 -0.286 0.283 -0.215 -0.004
H 5.661 -1.122 8.538 -0.135 -0.155 0.437 0.089
H 5.514 -1.715 10.227 -0.188 0.193 -0.374 0.095
H 4.631 -2.532 8.911 0.071 0.337 0.131 0.105
H 2.299 -0.315 10.879 0.182 -0.192 0.196 0.075
H 3.388 -1.672 11.293 -0.121 0.248 -0.174 0.096
H 3.922 -0.001 11.558 -0.172 -0.120 -0.255 0.101
H 1.909 1.257 9.682 -0.034 -0.200 -0.497 0.109
H 0.387 1.818 7.796 0.166 0.007 0.070 0.111
H -1.150 0.583 6.079 0.149 1.171 0.298 0.132
H -1.642 1.659 3.290 0.616 0.819 0.199 0.120
H -3.040 3.584 3.011 -0.079 0.267 0.216 0.121
H -4.128 5.642 3.938 0.055 -0.272 0.168 0.114
H -4.423 5.903 6.402 0.200 -0.329 -0.151 0.118
H -3.529 4.132 7.934 0.095 -0.019 -0.389 0.115
H -2.299 2.187 7.007 -0.130 0.322 -0.077 0.107
H -0.108 0.311 2.663 -0.041 0.568 -0.036 0.126
H 0.467 1.539 0.578 0.587 -0.561 0.183 0.110
H 4.361 3.939 0.501 -0.075 -0.166 -0.143 0.090
H 5.125 2.382 0.081 -0.252 0.102 0.064 0.102
H 4.313 3.329 -1.171 0.012 0.058 0.316 0.090
H 1.858 0.947 -0.929 0.163 0.262 -0.229 0.088
H 1.400 2.629 -1.294 0.293 -0.196 -0.027 0.111
H 2.924 1.963 -1.948 -0.216 -0.025 0.219 0.079
H 4.096 2.972 2.515 -0.484 -0.349 0.011 0.106
H 3.077 2.404 4.701 -0.238 0.015 -0.377 0.126
H 3.051 -0.175 5.078 -0.167 -0.092 0.204 0.123
H 4.387 -1.018 6.929 -0.375 0.190 0.057 0.102
```
Positions in Å, forces in eV/Å.